{
  "formula": "C7H6N2O",
  "method": "wB97M-V/def2-TZVPD",
  "e_homo_ha": -0.286,
  "symbols": ["C", "C", "C", "C", "C", "C", "C", "N", "N", "O", "H", "H", "H", "H", "H", "H"],
  "positions_angstrom": [[-0.92869, -1.72430, -0.07833], [-0.40243, -1.63432, -2.08988], [-0.44607, -0.44404, -0.43685], [1.03867, 2.48553, 2.93214], [0.46398, 1.52230, 2.42388], [-0.04559, 0.68873, 0.32106], [-0.04937, 0.49022, 1.64789], [-0.86849, -2.50802, -1.16305], [-0.12283, -0.38151, -1.78505], [0.57208, 0.59748, -2.41669], [-1.50955, -2.15678, 0.83437], [-0.31182, -2.14718, -3.00343], [1.41422, 3.42720, 3.15441], [0.20515, 1.58869, -0.33333], [-0.43549, -0.48104, 1.98412], [1.42622, 0.67704, -1.99126]],
  "lowdin_charge": [-0.12, -0.17, -0.24, 0.12, -0.15, -0.03, -0.13, 0.07, -0.08, 0.09, 0.15, 0.11, 0.00, 0.15, 0.11, 0.13]
}

{
  "formula": "C2H2N2O3",
  "method": "wB97M-V/def2-TZVPD",
  "smiles": "Nc1noc(=O)o1",
  "e_homo_ha": -0.367,
  "symbols": ["C", "C", "H", "H", "N", "N", "O", "O", "O"],
  "positions_angstrom": [[-0.43944, 0.12596, -0.03496], [1.73147, -0.03707, -0.07147], [-1.84096, -1.31219, 0.26622], [-2.45017, 0.29782, 0.08933], [-1.70546, -0.35286, -0.09123], [-0.04935, 1.33144, -0.03600], [1.37721, 1.25853, -0.03362], [2.82525, -0.52018, -0.01041], [0.55144, -0.79146, -0.07786]],
  "lowdin_charge": [-0.48, -0.50, 0.13, 0.11, 0.18, 0.15, 0.08, 0.16, 0.17]
}

{
  "formula": "C66H96As2F12N10",
  "method": "wB97M-V/def2-TZVPD",
  "e_homo_ha": -0.865,
  "charge": 8,
  "symbols": ["C", "N", "C", "C", "C", "C", "C", "C", "C", "C", "N", "C", "C", "C", "H", "H", "H", "H", "H", "H", "H", "H", "H", "H", "H", "H", "H", "H", "C", "N", "C", "C", "C", "C", "C", "C", "C", "C", "N", "C", "C", "C", "H", "H", "H", "H", "H", "H", "H", "H", "H", "H", "H", "H", "H", "H", "C", "N", "C", "C", "C", "C", "C", "C", "C", "C", "N", "C", "C", "C", "H", "H", "H", "H", "H", "H", "H", "H", "H", "H", "H", "H", "H", "H", "C", "N", "C", "C", "C", "C", "C", "C", "C", "C", "N", "C", "C", "C", "H", "H", "H", "H", "H", "H", "H", "H", "H", "H", "H", "H", "H", "H", "C", "C", "C", "C", "N", "C", "C", "C", "C", "C", "H", "H", "H", "H", "H", "H", "H", "H", "H", "H", "H", "H", "H", "H", "H", "H", "H", "H", "H", "H", "C", "C", "C", "C", "N", "C", "C", "C", "C", "C", "H", "H", "H", "H", "H", "H", "H", "H", "H", "H", "H", "H", "H", "H", "H", "H", "H", "H", "H", "H", "As", "F", "F", "F", "F", "F", "F", "As", "F", "F", "F", "F", "F", "F"],
  "positions_angstrom": [[-1.34620, -3.93160, 1.59600], [-1.54371, -3.36536, 0.22955], [-2.71772, -2.82707, -0.12189], [-2.85114, -2.18727, -1.36798], [-1.67959, -1.86708, -2.16315], [-0.46415, -2.47401, -1.73581], [-0.48426, -3.31495, -0.63330], [-1.80153, -1.03681, -3.34871], [-2.61594, -1.35361, -4.43222], [-2.87850, -0.42984, -5.48595], [-2.31783, 0.82932, -5.39259], [-1.42029, 1.08647, -4.38522], [-1.23260, 0.19248, -3.33565], [-2.44744, 1.85709, -6.47292], [-0.72019, -4.82148, 1.53021], [-2.31170, -4.12858, 2.06193], [-0.93451, -3.15004, 2.23458], [-3.57167, -3.03114, 0.50702], [-3.83935, -1.81911, -1.60105], [0.45047, -2.33681, -2.29353], [0.41041, -3.81715, -0.29602], [-3.17117, -2.27909, -4.39231], [-3.47598, -0.54837, -6.37779], [-0.80934, 1.97602, -4.42833], [-0.57614, 0.48490, -2.52944], [-2.54409, 2.76897, -5.88367], [-3.40436, 1.70115, -6.97099], [-1.66652, 1.70168, -7.21731], [4.66496, 0.37006, 5.86021], [4.28795, -0.88532, 5.23710], [3.10731, -1.04773, 4.61339], [2.70253, -2.29552, 4.14021], [3.60506, -3.36362, 4.15913], [4.84951, -3.17008, 4.74610], [5.17749, -1.92630, 5.34431], [3.28249, -4.63447, 3.59411], [1.99819, -5.14893, 3.80981], [1.61287, -6.37634, 3.24605], [2.61135, -7.16772, 2.67650], [3.86504, -6.71091, 2.44690], [4.19130, -5.45878, 2.89403], [2.22810, -8.48211, 2.11994], [5.70642, 0.29170, 6.17217], [3.97791, 0.62586, 6.66683], [4.63874, 1.06986, 5.02493], [2.53968, -0.12953, 4.64667], [1.70645, -2.36260, 3.72824], [5.52155, -4.01084, 4.83479], [6.04955, -1.73334, 5.95149], [1.23448, -4.55464, 4.28935], [0.67984, -6.88899, 3.42783], [4.53363, -7.40917, 1.96542], [5.17246, -5.04731, 2.70851], [2.99139, -9.17478, 2.47449], [2.19935, -8.41385, 1.03245], [1.24727, -8.74303, 2.51742], [3.76262, 0.97171, -2.69447], [4.48131, -0.07869, -3.48929], [3.92732, -1.35903, -3.46265], [4.45117, -2.39218, -4.23136], [5.51736, -2.10502, -5.10279], [6.13561, -0.86353, -4.97943], [5.61062, 0.18011, -4.13983], [5.87955, -3.01869, -6.18885], [4.95316, -3.78984, -6.87151], [5.38391, -4.75329, -7.76865], [6.70821, -4.91879, -8.10872], [7.63682, -4.17397, -7.44063], [7.26025, -3.25944, -6.48024], [7.06227, -6.00761, -9.07666], [2.73473, 0.94960, -3.05646], [4.33510, 1.88418, -2.86109], [3.85265, 0.58263, -1.68026], [3.08085, -1.49202, -2.80522], [4.02679, -3.38522, -4.24314], [6.94091, -0.75458, -5.69080], [5.94063, 1.20812, -4.11373], [3.88523, -3.65090, -6.79023], [4.75026, -5.36129, -8.39732], [8.66950, -4.46350, -7.56763], [8.05556, -2.68604, -6.02736], [6.51713, -6.86714, -8.68664], [8.14496, -6.07827, -8.97231], [6.65919, -5.69637, -10.04039], [-8.35555, 6.92549, 4.03691], [-7.29156, 5.93779, 3.81790], [-6.03935, 6.35806, 3.92311], [-4.96958, 5.47691, 4.15194], [-5.21910, 4.09603, 4.07633], [-6.51235, 3.65927, 3.76999], [-7.53066, 4.62430, 3.64906], [-4.09208, 3.04684, 4.12191], [-2.78714, 3.29039, 3.70707], [-1.83175, 2.28043, 3.80084], [-2.16019, 1.04072, 4.33655], [-3.41819, 0.77647, 4.69528], [-4.39518, 1.78632, 4.63234], [-1.10140, 0.01609, 4.45154], [-8.07421, 7.46384, 4.94196], [-9.32045, 6.43425, 4.16244], [-8.43441, 7.51888, 3.12600], [-5.94553, 7.42348, 4.07305], [-3.99842, 5.88982, 4.38162], [-6.72519, 2.60255, 3.83654], [-8.55345, 4.33093, 3.46403], [-2.45040, 4.26333, 3.38086], [-0.76671, 2.35887, 3.63977], [-3.67379, -0.22451, 5.01010], [-5.33915, 1.40586, 4.99367], [-0.08399, 0.40548, 4.48823], [-1.06240, -0.50667, 3.49588], [-1.21340, -0.64857, 5.30815], [5.41405, 2.47827, 1.17783], [4.81596, 2.69614, 2.50358], [3.97486, 4.04204, 2.51429], [2.57697, 3.83418, 2.07444], [1.60681, 5.08158, 2.00753], [2.13058, 6.15387, 1.05705], [2.01981, 5.62270, -0.40946], [0.76002, 4.79158, -0.35270], [0.35595, 4.66468, 1.19646], [1.28115, 5.57366, 3.46517], [5.92667, 1.53008, 1.01580], [6.23704, 3.15982, 0.96273], [4.64735, 2.52615, 0.40454], [5.55307, 2.64437, 3.30489], [4.08129, 1.90953, 2.67562], [4.47635, 4.63434, 1.74893], [4.01948, 4.63377, 3.42861], [1.97596, 3.24926, 2.77068], [2.50483, 3.38565, 1.08361], [1.45595, 6.98556, 1.26015], [3.14292, 6.36399, 1.40219], [1.88929, 6.40906, -1.15290], [2.84834, 4.98830, -0.72438], [-0.09169, 5.15269, -0.92916], [0.91320, 3.76749, -0.69308], [-0.51331, 5.27175, 1.44937], [0.07257, 3.63950, 1.43482], [2.24905, 5.63140, 3.96311], [0.48443, 5.02640, 3.96900], [0.87686, 6.57453, 3.31377], [-2.79837, 2.61788, -0.17393], [-3.70762, 1.36937, 0.18214], [-4.85976, 1.34112, -0.75337], [-5.91241, 0.18162, -0.70212], [-7.10006, 0.34085, -1.59740], [-8.23021, -0.74014, -1.52167], [-7.71569, -1.93182, -2.28788], [-6.68681, -1.41763, -3.27747], [-6.70951, 0.13416, -3.13125], [-7.82561, 1.66965, -1.26436], [-2.11836, 2.80217, 0.65777], [-3.29156, 3.58864, -0.22380], [-2.20988, 2.47330, -1.07996], [-4.01230, 1.35023, 1.22851], [-3.08201, 0.50363, -0.03513], [-4.50103, 1.45074, -1.77679], [-5.38031, 2.21899, -0.37068], [-6.41960, 0.16608, 0.26257], [-5.55349, -0.83247, -0.87790], [-9.19673, -0.43975, -1.92628], [-8.46886, -1.04856, -0.50382], [-8.59573, -2.45539, -2.66138], [-7.25893, -2.56815, -1.52988], [-7.02897, -1.67120, -4.28083], [-5.74827, -1.93030, -3.06675], [-7.42828, 0.57238, -3.82366], [-5.72518, 0.57131, -3.29881], [-7.99304, 1.88679, -0.20940], [-8.76635, 1.77512, -1.80472], [-7.18689, 2.47414, -1.62894], [3.88656, -3.54725, -0.30985], [2.89142, -3.07634, 1.08845], [5.22424, -3.71799, 0.77766], [4.89904, -4.15087, -1.62267], [2.45238, -3.38321, -1.46631], [4.31801, -1.83547, -0.69223], [3.55742, -5.26047, 0.04571], [1.05119, 0.02904, 0.79174], [-0.42234, -0.02243, -0.17152], [1.85310, -0.97655, -0.37708], [2.49707, 0.17529, 1.78154], [0.12134, 0.98530, 1.92647], [0.44545, -1.36518, 1.68344], [1.61514, 1.51717, -0.02788]],
  "lowdin_charge": [0.05, -0.06, 0.01, 0.06, -0.10, 0.06, 0.03, -0.18, 0.08, 0.08, -0.07, 0.03, 0.02, 0.06, 0.11, 0.11, 0.08, 0.15, 0.09, 0.12, 0.13, 0.14, 0.16, 0.15, 0.12, 0.11, 0.11, 0.13, 0.04, -0.09, 0.00, 0.04, -0.15, 0.10, 0.09, -0.15, 0.04, 0.05, -0.07, 0.03, 0.04, 0.05, 0.12, 0.13, 0.09, 0.13, 0.10, 0.15, 0.16, 0.12, 0.14, 0.17, 0.13, 0.13, 0.12, 0.11, 0.05, -0.09, 0.00, 0.05, -0.13, 0.09, 0.06, -0.12, 0.04, 0.04, -0.06, 0.05, 0.07, 0.08, 0.10, 0.11, 0.09, 0.10, 0.13, 0.13, 0.15, 0.13, 0.15, 0.16, 0.14, 0.12, 0.12, 0.13, 0.07, -0.08, 0.03, 0.07, -0.11, 0.05, 0.05, -0.10, 0.04, 0.03, -0.05, 0.03, 0.05, 0.02, 0.13, 0.12, 0.13, 0.17, 0.13, 0.12, 0.16, 0.12, 0.12, 0.16, 0.14, 0.09, 0.08, 0.12, -0.11, -0.23, -0.15, -0.13, -0.23, -0.06, -0.11, -0.14, -0.09, 0.08, 0.09, 0.10, 0.06, 0.12, 0.07, 0.12, 0.12, 0.12, 0.10, 0.14, 0.14, 0.13, 0.12, 0.12, 0.08, 0.12, 0.08, 0.10, 0.09, 0.11, -0.07, -0.24, -0.19, -0.10, -0.21, -0.09, -0.15, -0.14, -0.02, 0.03, 0.04, 0.08, 0.07, 0.10, 0.08, 0.11, 0.11, 0.14, 0.11, 0.15, 0.14, 0.15, 0.12, 0.13, 0.09, 0.15, 0.10, 0.11, 0.12, 0.10, 0.90, -0.26, -0.23, -0.24, -0.30, -0.27, -0.26, 0.83, -0.25, -0.24, -0.23, -0.27, -0.26, -0.27]
}

{
  "formula": "C4H13N2",
  "method": "wB97M-V/def2-TZVPD",
  "e_homo_ha": [-0.782, -0.793],
  "multiplicity": 2,
  "charge": 2,
  "symbols": ["N", "C", "C", "C", "N", "C", "H", "H", "H", "H", "H", "H", "H", "H", "H", "H", "H", "H", "H"],
  "positions_angstrom": [[-0.50638, -0.19361, 1.59356], [0.07448, -1.09318, 0.48532], [1.59812, -1.01529, 0.69428], [-0.23430, -0.54067, -0.96245], [0.09949, 0.87576, -1.13107], [-0.93128, 1.86082, -1.02833], [0.04036, 0.66803, 1.50303], [-1.50975, -0.01903, 1.52151], [-0.23706, -0.57364, 2.50712], [-0.34596, -2.09507, 0.56169], [1.84457, -1.00106, 1.75548], [2.09928, -0.24665, 0.12206], [2.07183, -1.91636, 0.32260], [0.32766, -1.19366, -1.62552], [-1.30712, -0.65243, -1.14379], [0.62620, 0.98789, -2.00700], [-0.51754, 2.82885, -1.27110], [-1.68631, 1.56977, -1.78303], [-1.50627, 1.74951, -0.11434]],
  "lowdin_charge": [0.24, -0.24, -0.02, -0.07, 0.13, 0.03, 0.16, 0.18, 0.19, 0.17, 0.11, 0.09, 0.11, 0.16, 0.16, 0.20, 0.13, 0.17, 0.11]
}

| no. | molecular weight (g mol⁻¹) | F_max (eV Å⁻¹) |
| --- | --- | --- |
| 1 | 134.14 | 5.65 |
| 2 | 102.05 | 1.48 |
| 3 | 1407.38 | 3.75 |
| 4 | 89.16 | 2.86 |